C37H61N4O3ReSbSi as an isolated structure, computed with ωB97M-V/def2-TZVPD.

Last column: Löwdin spin population.
CARTESIAN COORDINATES (ANGSTROEM)
Re1 0.1123 -0.0872 -0.1304  0.741
N1 0.5797 -0.5469 2.9346  0.087
C1 0.4498 -0.2247 1.8274  0.008
C2 3.0287 2.4095 1.2163  0.000
C3 3.8687 1.1540 0.9930  -0.002
C4 5.2663 1.5207 0.4920  -0.001
C5 3.9882 0.3653 2.2945  0.000
Sb1 2.8485 -0.0631 -0.5058  -0.012
C6 3.7336 -2.0663 -0.4799  -0.001
C7 3.2206 -2.8345 -1.6963  0.000
C8 5.2584 -1.9542 -0.5350  -0.001
C9 3.3503 -2.8009 0.8026  0.000
C10 3.1865 0.7796 -2.4970  -0.004
C11 3.1717 2.2958 -2.3590  0.000
C12 4.5199 0.3382 -3.0950  -0.001
C13 2.0276 0.3261 -3.3810  -0.001
H1 3.5259 3.0254 1.9720  0.000
H2 2.0322 2.1806 1.5964  0.000
H3 2.9286 3.0164 0.3147  0.000
H4 5.7564 2.1164 1.2677  0.000
H5 5.2493 2.1258 -0.4113  0.000
H6 5.8931 0.6471 0.3138  0.000
H7 4.4327 1.0246 3.0462  0.000
H8 4.6535 -0.4921 2.1946  0.000
H9 3.0244 0.0348 2.6818  0.000
H10 3.5849 -2.4207 -2.6355  0.000
H11 2.1305 -2.8624 -1.7512  0.000
H12 3.5817 -3.8658 -1.6358  0.000
H13 5.6221 -1.3739 -1.3801  0.000
H14 5.6719 -2.9630 -0.6323  0.000
H15 5.6652 -1.5294 0.3822  0.000
H16 2.2752 -2.8657 0.9431  0.000
H17 3.7757 -2.3374 1.6902  0.000
H18 3.7434 -3.8212 0.7467  0.000
H19 4.0645 2.6776 -1.8691  0.000
H20 2.2983 2.6578 -1.8227  0.000
H21 3.1339 2.7382 -3.3586  0.000
H22 5.3697 0.6047 -2.4656  0.000
H23 4.6478 0.8637 -4.0464  0.000
H24 4.5613 -0.7283 -3.3121  0.000
H25 1.0681 0.7161 -3.0317  -0.001
H26 1.9522 -0.7594 -3.4595  0.000
H27 2.1860 0.7224 -4.3888  0.000
C14 -2.8555 2.4159 -2.2522  0.000
C15 -2.5675 3.2583 -1.0015  -0.001
C16 -3.0319 4.7014 -1.2667  0.000
C17 -3.3381 2.7196 0.2127  0.000
Si1 -0.7474 3.3232 -0.5608  0.011
O1 -0.1991 1.6525 -0.4317  0.123
C18 0.2898 4.1349 -1.8672  0.000
C19 0.1509 3.8116 -3.2227  0.000
C20 0.8854 4.4697 -4.1964  0.000
C21 1.7822 5.4665 -3.8330  0.000
C22 1.9479 5.7924 -2.4947  0.000
C23 1.2080 5.1326 -1.5229  0.000
C24 -0.4961 4.0535 1.1247  0.006
C25 -0.5688 5.4395 1.3141  0.001
C26 -0.4904 5.9923 2.5833  0.000
C27 -0.3409 5.1714 3.6927  0.000
C28 -0.2778 3.7947 3.5294  0.000
C29 -0.3588 3.2478 2.2574  -0.001
H28 -3.9314 2.2349 -2.3382  0.000
H29 -2.3514 1.4456 -2.2465  0.000
H30 -2.5546 2.9382 -3.1594  0.000
H31 -4.0866 4.6935 -1.5552  0.000
H32 -2.4724 5.1735 -2.0769  0.000
H33 -2.9440 5.3257 -0.3756  0.000
H34 -4.3989 2.6081 -0.0327  0.000
H35 -3.2648 3.4012 1.0611  0.000
H36 -2.9571 1.7524 0.5434  0.000
H37 -0.5358 3.0342 -3.5341  0.000
H38 0.7543 4.2117 -5.2395  0.000
H39 2.3487 5.9889 -4.5928  0.000
H40 2.6451 6.5682 -2.2069  0.000
H41 1.3548 5.4008 -0.4836  0.000
H42 -0.6871 6.1031 0.4644  0.000
H43 -0.5467 7.0657 2.7071  0.000
H44 -0.2762 5.6047 4.6820  0.000
H45 -0.1672 3.1481 4.3905  0.000
H46 -0.3183 2.1698 2.1586  -0.001
C30 -0.8869 -5.6851 0.1395  0.000
N2 -0.6005 -4.3152 -0.2688  0.000
C31 -0.7043 -3.8418 -1.6480  0.001
C32 -0.3441 -2.3913 -1.4655  0.010
O2 -0.3796 -1.4373 -2.2311  0.030
N3 0.0307 -2.1804 -0.1702  0.011
C33 -0.1908 -3.3321 0.5291  0.002
N4 -0.0120 -3.4143 1.8297  0.001
H47 -1.5984 -6.1155 -0.5607  0.000
H48 -1.3496 -5.6926 1.1257  0.000
H49 0.0174 -6.2933 0.1486  0.000
H50 -1.7129 -3.9650 -2.0456  0.000
H51 0.0032 -4.3411 -2.3147  0.000
H52 0.2471 -2.5786 2.3532  0.001
H53 -0.1351 -4.2810 2.3270  0.000
C34 -3.4377 -2.0975 1.2640  0.000
C35 -3.8989 -1.9478 -0.2008  0.000
C36 -3.1072 -0.7565 -0.7405  0.000
O3 -2.0252 -0.5445 0.2211  0.000
C37 -2.6109 -0.8527 1.5249  0.000
H54 -2.8278 -2.9933 1.3941  0.000
H55 -4.2730 -2.1702 1.9569  0.000
H56 -4.9662 -1.7483 -0.2668  0.000
H57 -3.7080 -2.8544 -0.7742  0.000
H58 -3.7068 0.1505 -0.7617  0.000
H59 -2.6579 -0.9074 -1.7165  0.000
H60 -3.2279 -0.0044 1.8242  0.000
H61 -1.8059 -0.9748 2.2411  0.000

Values from the calculation:
**Spin multiplicity**: 2
**Relative energy (zero: lowest compared OMol25 entry of this formula, charge and spin)**: 0.00 kcal/mol
**E_LUMO (alpha / beta)**: -7.062 / -6.729 eV
**Orbital gap (alpha / beta)**: 6.50 / 6.83 eV
**Charge**: +2

---

C37H62BNbO7P as an isolated structure in a non-equilibrium geometry, computed with ωB97M-V/def2-TZVPD.

Last column: Löwdin charge in e.
CARTESIAN COORDINATES (ANGSTROEM)
C1 -1.8613 -2.8052 3.3597  -0.109
C2 -0.3522 -3.3239 3.7027  -0.203
C3 0.6606 -2.0904 3.9929  -0.223
O1 0.2811 -1.0252 3.0939  -0.297
C4 1.2818 -0.7635 2.0666  -0.321
Nb1 0.3056 -0.3421 0.0025  1.565
C5 -0.1296 -2.5133 -0.4012  -0.358
C6 1.0760 -3.4790 -0.8080  -0.288
C7 2.1026 -3.8257 0.4128  -0.201
C8 3.5572 -3.1889 0.2297  -0.244
C9 4.7426 -3.9492 0.9958  -0.194
C10 6.0998 -3.0994 0.6606  -0.217
C11 6.5914 -2.1833 1.8810  -0.225
C12 5.4577 -1.2511 2.5248  -0.204
C13 6.0779 0.0085 3.3646  -0.141
C14 5.6094 1.3905 2.6422  -0.207
O2 6.7300 2.3398 2.6929  -0.247
C15 6.2892 3.6684 2.3364  -0.143
C16 2.3001 -0.2940 -1.0800  -0.351
C17 2.4382 0.8291 -2.2500  -0.277
C18 1.6520 0.4742 -3.5911  -0.176
C19 0.8870 -0.8311 -3.8905  -0.041
C20 0.1863 -1.0944 -5.2752  -0.072
C21 0.2185 -0.0019 -6.3735  -0.107
C22 0.9753 1.3354 -6.0829  -0.096
C23 1.6881 1.5753 -4.7194  -0.036
B1 -1.8064 -0.1623 0.9170  -0.634
O3 -2.1571 0.5235 2.1359  0.004
O4 -2.9243 -0.7791 0.1784  -0.118
C24 -3.3207 0.0553 -0.9373  -0.283
C25 -3.3827 1.6267 -0.6251  -0.106
P1 0.6235 2.1584 0.5045  0.508
O5 0.0422 2.6198 1.8689  -0.439
O6 2.3503 2.4140 0.6514  -0.319
O7 0.0973 3.1928 -0.7906  -0.311
H1 -2.6579 -3.4920 3.8458  0.071
H2 -2.0701 -1.7576 3.7577  0.078
H3 -2.0718 -2.8631 2.2296  0.061
H4 -0.4666 -3.9834 4.6393  0.094
H5 -0.0052 -4.0060 2.8527  0.082
H6 1.7623 -2.3842 3.9568  0.112
H7 0.3980 -1.7243 5.0607  0.125
H8 2.1282 -1.5299 2.0059  0.033
H9 1.7935 0.2383 2.3699  0.061
H10 -0.4826 0.0581 -1.6158  -0.042
H11 -0.6492 -2.9632 0.5286  0.047
H12 -0.9235 -2.5821 -1.2448  0.060
H13 0.5909 -4.5079 -1.0477  0.098
H14 1.6277 -3.2038 -1.7800  0.078
H15 2.2532 -4.9748 0.4404  0.110
H16 1.5703 -3.5598 1.3854  0.073
H17 3.6099 -2.0903 0.5439  0.061
H18 3.7953 -3.2271 -0.9036  0.118
H19 4.6199 -3.9422 2.1350  0.106
H20 4.8687 -5.0080 0.5618  0.107
H21 5.8370 -2.3730 -0.2033  0.108
H22 6.9403 -3.7633 0.2490  0.101
H23 7.3914 -1.4659 1.4439  0.112
H24 7.1566 -2.8265 2.6483  0.113
H25 4.7419 -0.7787 1.7666  0.089
H26 4.8834 -1.9008 3.2834  0.106
H27 5.5152 0.0044 4.3705  0.108
H28 7.2091 -0.0491 3.4836  0.110
H29 4.6626 1.8342 3.1210  0.129
H30 5.3737 1.2479 1.5310  0.120
H31 5.2205 3.9147 2.6530  0.091
H32 6.9844 4.4077 2.8907  0.093
H33 6.4079 3.8996 1.2166  0.090
H34 3.0998 0.0010 -0.2905  0.046
H35 2.6570 -1.2705 -1.5432  0.033
H36 3.5642 0.8290 -2.5343  0.110
H37 2.2084 1.8888 -1.9043  0.064
H38 0.8302 -1.6429 -3.0969  0.052
H39 -0.3489 -2.0779 -5.4808  0.076
H40 -0.3112 -0.1791 -7.3634  0.069
H41 0.9722 2.1401 -6.8991  0.073
H42 2.2121 2.5796 -4.5857  0.086
H43 -2.3131 1.4668 1.9141  0.069
H44 -4.3976 -0.2597 -1.2220  0.111
H45 -2.6785 -0.0919 -1.8790  0.095
H46 -2.3777 2.1746 -0.7938  0.068
H47 -3.8585 1.8907 0.3883  0.086
H48 -4.0955 2.0847 -1.4168  0.085
H49 2.6312 3.0576 -0.0452  0.039
H50 0.5869 4.0359 -0.6170  0.046
C26 -4.0882 6.8331 -1.8686  -0.103
C27 -3.1588 6.0258 -1.2198  -0.090
C28 -3.4395 5.5182 0.0448  -0.087
C29 -4.6549 5.8100 0.6571  -0.094
C30 -5.5860 6.6143 0.0068  -0.107
C31 -5.3014 7.1295 -1.2540  -0.110
H51 -3.8675 7.2315 -2.8535  0.096
H52 -2.2141 5.7925 -1.7000  0.100
H53 -2.7117 4.8940 0.5530  0.104
H54 -4.8758 5.4101 1.6411  0.100
H55 -6.5344 6.8403 0.4839  0.095
H56 -6.0252 7.7609 -1.7585  0.094
C32 -7.7735 -2.7304 -2.5366  -0.100
C33 -9.0990 -2.3218 -2.4259  -0.109
C34 -9.5209 -1.6241 -1.2984  -0.108
C35 -8.6141 -1.3264 -0.2852  -0.098
C36 -7.2876 -1.7318 -0.3974  -0.090
C37 -6.8678 -2.4376 -1.5211  -0.093
H57 -7.4457 -3.2774 -3.4145  0.098
H58 -9.8044 -2.5480 -3.2191  0.095
H59 -10.5560 -1.3114 -1.2093  0.095
H60 -8.9417 -0.7782 0.5919  0.098
H61 -6.5803 -1.4980 0.3920  0.106
H62 -5.8350 -2.7582 -1.6060  0.104

Values from the calculation:
**Relative energy (zero: lowest compared OMol25 entry of this formula, charge and spin)**: 204.94 kcal/mol
**E_LUMO**: 1.540 eV
**Orbital gap**: 6.35 eV
**Charge**: -1